1.
Here is C17H19N5O3 in the gas phase from OMol25. Energies are from ωB97M-V/def2-TZVPD.

Values from the calculation:
Kohn-Sham gap (eV): 8.76
LUMO energy (eV): 0.752
Energy above the lowest of the compared OMol25 structures with the same formula, charge and spin (eV): 0.353
Energy (hartree): -1158.77793
Charge: 0
Structure (SMILES): N[C@@H](Cc1c[nH]c2ccccc12)C(=O)N[C@@H](Cc1c[nH]cn1)C(=O)O
E_HOMO (eV): -8.005

The geometry in XYZ format:
```
44
Properties=species:S:1:pos:R:3:forces:R:3:mulliken_charge:R:1
C -1.6893 2.9624 0.4687 0.9 0.4 0.1 0.273
C -1.4652 1.8400 -0.5491 -0.4 0.1 0.2 0.142
C -0.8478 2.8016 1.7729 -0.3 -0.5 -0.5 -1.336
C 0.5790 2.4346 1.5272 0.2 -0.1 0.1 0.387
C 1.5325 3.1932 0.9081 -0.4 0.2 -0.1 -0.725
C 1.1998 1.1558 1.8361 0.3 0.9 -0.5 1.232
C 2.5179 1.2319 1.3395 0.2 0.1 0.4 -0.550
C 0.7934 -0.0048 2.4853 -0.3 -0.4 0.0 0.117
C 3.4446 0.1983 1.4754 -0.1 0.1 -0.1 -0.825
C 1.6863 -1.0516 2.6050 0.2 -0.2 -0.2 -0.897
C 3.0016 -0.9542 2.0892 -0.4 0.4 0.1 -0.588
C -1.4438 -0.5638 -0.9403 0.0 0.5 -0.3 0.205
C -2.1547 -1.7243 -0.3188 -0.4 -1.1 0.1 0.140
C 0.0611 -0.7848 -1.1927 0.0 -0.2 -0.6 0.464
C 0.3625 -1.9835 -2.0362 0.1 -0.8 -0.3 0.169
C 0.6979 -2.0596 -3.3707 -0.4 0.0 0.5 -0.664
C 0.5619 -4.0856 -2.4939 0.3 -0.4 0.6 -0.355
H -3.2030 3.9655 1.3335 -0.2 -0.2 -0.2 0.298
H -3.4914 2.3691 1.2205 -0.2 -0.4 0.2 0.273
H -1.2982 3.8715 -0.0332 -0.3 -0.5 0.1 0.499
H -0.9631 3.7378 2.3046 0.1 0.2 0.3 0.516
H -1.2982 2.0313 2.4109 -0.1 0.1 0.0 0.340
H 1.4248 4.1835 0.4610 0.2 -0.4 0.3 0.386
H 3.5790 2.8299 0.4577 -0.2 0.0 0.0 0.175
H -0.2301 -0.1059 2.8430 0.2 0.0 0.1 0.323
H 4.4594 0.3260 1.0927 -0.3 -0.2 0.1 0.372
H 1.3754 -1.9800 3.0799 0.1 0.2 -0.1 0.377
H 3.6831 -1.7760 2.1650 0.1 -0.4 0.2 0.415
H -1.5344 0.4275 0.9152 0.0 -0.1 0.2 0.222
H -1.9279 -0.3785 -1.9024 0.0 0.1 0.2 0.249
H 0.4241 0.1203 -1.7045 -0.1 -0.3 0.3 0.563
H 0.5522 -0.8940 -0.2370 0.3 0.0 0.3 -0.492
H 0.7696 -1.2939 -4.1388 0.1 -0.3 0.3 0.432
H 0.6402 -5.1755 -2.3706 -0.1 0.7 -0.4 0.413
H 1.0713 -3.8027 -4.5224 0.0 -0.1 -0.2 0.160
H -2.3434 -2.6188 1.3047 -0.1 -0.2 0.1 0.340
N -3.1090 3.1524 0.7238 0.2 0.7 -0.1 -0.735
N 2.7043 2.4840 0.8140 0.1 0.0 -0.3 0.010
N -1.6480 0.5842 -0.0681 0.0 0.0 -0.2 0.010
N 0.3078 -3.2742 -1.5000 -0.1 0.7 -0.3 -0.567
N 0.8192 -3.4089 -3.6393 -0.1 0.3 0.0 -0.063
O -1.2409 2.0509 -1.7214 0.1 0.2 -0.3 -0.679
O -2.8465 -2.5392 -0.8764 0.4 0.6 0.0 -0.596
O -1.9420 -1.7907 1.0193 0.2 0.2 -0.1 -0.432
```
Positions in Å, forces in eV/Å.


2.
Here is 2 unconnected molecules or ions with the total composition C17H19NO4 from OMol25. Energies are from ωB97M-V/def2-TZVPD.

Values from the calculation:
Kohn-Sham gap (eV): 8.34
LUMO energy (eV): 0.377
Energy above the lowest of the compared OMol25 structures with the same formula, charge and spin (eV): 17.362
Energy (hartree): -1014.35958
Charge: 0
E_HOMO (eV): -7.961

The geometry in XYZ format:
```
41
Properties=species:S:1:pos:R:3:forces:R:3:mulliken_charge:R:1
C 3.4214 1.1658 1.6383 -6.6 0.3 -1.7 -1.891
H 3.5968 1.6654 2.4555 -0.2 3.2 4.5 0.442
O 2.2875 1.6182 0.8833 3.7 3.7 9.0 -0.374
C 1.9805 1.1647 -0.2094 5.9 -7.2 -2.5 -0.020
C 1.0189 1.7261 -0.7318 -11.5 8.1 -0.4 0.943
C 0.2815 1.3309 -1.7942 2.3 -0.5 0.0 0.086
C 0.8864 0.4218 -2.4343 5.0 -12.4 -7.5 0.419
C 2.1055 -0.4231 -2.0401 -4.0 8.1 5.2 -1.100
C 2.6227 0.0248 -0.8035 -3.4 0.9 -3.8 -0.929
H 3.5011 -0.3175 -0.4908 3.3 -1.6 1.8 0.702
H 2.3758 -1.2394 -2.5093 1.4 -3.7 -2.6 0.645
H 0.4993 -0.3072 -3.4058 0.2 2.9 2.4 -0.117
O -0.7265 1.8843 -2.2733 -8.0 3.4 -1.8 -0.623
C -1.8165 1.2369 -3.2504 3.8 1.4 -1.8 -0.427
C -2.1776 -0.2259 -2.8770 -5.3 6.3 3.7 -0.795
N -2.1407 -0.3356 -1.3660 3.5 -7.8 -8.6 -0.168
C -1.2537 -1.3390 -1.0750 -3.1 -1.3 2.7 0.254
O -0.8986 -2.2192 -1.7788 1.6 -1.4 -3.9 -0.595
C -1.1927 -1.7026 0.3045 0.6 7.7 6.8 0.728
C -1.0730 -0.4341 1.2880 1.0 -5.6 -2.5 -0.059
C -0.6688 -0.7226 2.6213 -3.8 0.8 -4.0 0.723
C -0.8573 -1.9054 3.2836 0.6 -4.8 -6.0 -0.942
C -0.9903 -3.0746 2.3402 0.3 5.0 4.7 -0.415
C -1.2156 -2.7939 1.0623 0.4 -7.2 -6.1 -0.345
H -1.1652 -4.0200 0.2595 -0.4 3.8 2.3 0.021
H -0.8527 -4.0399 2.6664 0.0 -2.0 0.8 0.482
H -0.3911 -1.9219 4.1855 0.5 -0.6 3.0 0.464
O -0.6497 0.2384 3.4375 1.3 7.3 4.7 -0.450
C -0.5263 1.7800 3.1050 -1.5 -7.2 -9.5 -0.461
H -1.4575 2.0623 2.5124 0.9 0.0 1.5 0.243
H 0.2796 1.7217 2.2799 -0.9 0.7 1.4 -0.016
H -0.2265 2.2246 3.8875 1.6 3.2 5.9 0.415
H -1.0131 0.4939 0.7703 0.2 0.8 0.3 -0.137
H -2.3169 0.2969 -0.7737 -1.8 6.3 5.1 0.210
H -3.2824 -0.1494 -3.0896 0.6 -0.4 0.0 0.349
H -1.9271 -1.0288 -3.4303 2.1 -2.4 -1.2 0.522
H -1.0761 1.0842 -4.2500 -2.6 1.2 2.1 0.285
H -2.7342 2.1533 -3.2982 3.1 -3.2 0.2 0.288
H 0.2668 2.5124 -0.1340 2.7 -1.5 -0.9 0.232
H 4.2424 1.1777 1.1942 7.1 0.5 -4.9 0.771
H 3.2638 0.2159 1.8403 -0.9 -4.8 1.4 0.643
```
Positions in Å, forces in eV/Å.


3.
Here is C17H19NO5 in the gas phase from OMol25. Energies are from ωB97M-V/def2-TZVPD.

Values from the calculation:
Kohn-Sham gap (eV): 9.20
LUMO energy (eV): 0.694
Energy above the lowest of the compared OMol25 structures with the same formula, charge and spin (eV): 4.132
Energy (hartree): -1090.10605
Charge: 0
Structure (SMILES): COc1ccccc1OCc1ccc(C(=O)N2CCOCC2)o1
E_HOMO (eV): -8.509

The geometry in XYZ format:
```
42
Properties=species:S:1:pos:R:3:forces:R:3:mulliken_charge:R:1
C -3.6822 -0.7403 -4.1889 -0.2 -0.2 -0.1 -0.989
H -4.5131 -0.1467 -4.5824 0.0 0.0 0.0 0.372
O -2.7006 0.0741 -3.5954 0.2 0.4 0.3 -0.345
C -3.0497 0.8558 -2.5271 0.1 0.0 -0.1 0.710
C -4.3275 0.8924 -1.9836 0.0 -0.2 -0.1 -0.497
C -4.6304 1.7311 -0.9235 0.0 0.1 0.1 -0.682
C -3.6575 2.5508 -0.3877 -0.1 0.0 0.0 -0.652
C -2.3750 2.5080 -0.9042 0.1 -0.1 -0.2 -0.310
C -2.0484 1.6692 -1.9607 -0.1 0.0 0.1 0.391
O -0.7599 1.7507 -2.4268 -0.4 0.3 -0.1 -0.517
C -0.0454 0.5455 -2.6532 0.3 -0.4 0.0 -0.525
C 0.1842 -0.2176 -1.3874 -0.9 -0.1 0.0 0.361
C -0.6846 -0.7792 -0.4917 0.3 0.2 -0.5 0.033
C 0.1105 -1.3156 0.5438 0.8 0.1 -0.1 -1.008
C 1.4124 -1.0438 0.2081 -0.8 -0.4 0.4 0.128
O 1.4496 -0.3840 -0.9666 0.5 0.1 -0.1 -0.325
C 2.7003 -1.4853 0.8013 0.0 0.0 -0.1 0.647
O 3.5710 -1.9880 0.1153 0.1 0.1 -0.3 -0.664
N 2.8149 -1.3647 2.1488 0.0 0.0 0.1 0.021
C 2.0165 -0.5171 3.0043 0.0 0.5 0.3 -0.542
H 1.1715 -0.1080 2.4535 0.1 0.0 0.1 0.496
C 2.8917 0.6294 3.5362 -0.4 -0.1 -0.1 -0.697
H 2.3409 1.2227 4.2679 0.0 0.0 -0.1 0.347
O 4.0337 0.1445 4.1980 0.0 0.0 0.2 -0.376
C 4.8216 -0.6457 3.3334 0.0 -0.3 -0.1 -0.538
H 5.6760 -0.9834 3.9212 0.0 0.0 -0.1 0.353
C 4.0220 -1.8371 2.8009 0.4 0.0 0.0 -0.782
H 4.6046 -2.3978 2.0695 0.0 0.0 0.1 0.435
H 3.7356 -2.4891 3.6329 0.1 0.0 0.0 0.318
H 5.1763 -0.0378 2.4877 0.0 -0.1 0.1 0.326
H 3.1893 1.2734 2.6936 0.0 0.0 0.1 0.357
H 1.6504 -1.1130 3.8483 0.0 0.1 0.0 0.206
H -0.2335 -1.8514 1.4052 0.0 -0.1 0.2 0.585
H -1.7531 -0.8038 -0.5570 -0.2 0.0 -0.1 0.574
H 0.9197 0.8605 -3.0561 -0.1 -0.1 0.0 0.288
H -0.5631 -0.0818 -3.3869 0.2 0.2 0.2 0.241
H -1.5925 3.1321 -0.5020 0.1 0.0 0.0 0.453
H -3.8877 3.2127 0.4325 0.0 0.1 0.1 0.380
H -5.6345 1.7405 -0.5276 -0.1 0.0 0.0 0.385
H -5.1076 0.2715 -2.3945 0.0 -0.1 -0.1 0.395
H -4.0654 -1.4875 -3.4864 0.0 0.0 0.0 0.394
H -3.1811 -1.2464 -5.0128 -0.1 0.0 0.0 0.250
```
Positions in Å, forces in eV/Å.


4.
Here is C17H20BBr2F4IN4O5 in the gas phase from OMol25. Energies are from ωB97M-V/def2-TZVPD.

Values from the calculation:
Kohn-Sham gap (eV): 5.25
LUMO energy (eV): -1.131
Energy (hartree): -7124.68522
Charge: 0
E_HOMO (eV): -6.382

The geometry in XYZ format:
```
54
Properties=species:S:1:pos:R:3:forces:R:3:mulliken_charge:R:1
C 2.3451 3.5235 -0.3904 -0.9 -3.2 -0.7 -1.077
C 1.8754 2.1739 -0.5568 1.0 3.2 1.5 0.439
C 1.0073 1.5761 0.6521 -1.0 0.8 -0.7 -0.769
C 0.3604 0.1235 0.3667 0.6 -1.1 -0.5 1.806
B 1.3823 -0.8593 1.2210 0.7 -1.1 0.4 0.294
O 1.3231 -0.9310 2.6886 0.0 1.1 -2.2 -0.395
N 2.4040 -1.7567 0.5713 0.3 1.5 2.4 -0.244
C 3.5284 -0.9763 -0.0410 1.1 -0.5 -1.2 -0.916
C 3.0815 -2.5842 1.6524 1.1 -0.8 -0.5 -0.825
C 0.1407 -0.3384 -1.1829 0.6 0.2 -0.4 -1.820
N 1.1280 -0.9009 -2.1264 -2.3 -0.2 -1.9 0.830
C 1.0688 -0.3242 -3.4859 -0.5 -1.0 1.2 0.403
O 1.7219 0.7595 -3.8886 1.5 -5.1 2.2 -0.600
F 0.1996 -0.9841 -4.4528 1.4 1.5 2.1 -0.315
C 1.0564 -2.3720 -2.1675 -1.4 -1.9 2.2 0.511
O 0.1823 -2.9810 -1.5245 3.9 1.9 -3.0 -0.457
F 2.0816 -3.0189 -2.9465 -2.8 2.0 1.9 -0.281
N -1.1916 -0.1470 -1.5328 0.7 0.6 0.5 0.001
C -2.0152 0.4572 -0.3924 0.6 -3.7 -2.4 0.114
C -3.4339 -0.2808 -0.5383 -1.4 0.9 1.5 -1.367
N -1.8997 1.9220 -0.6524 -2.9 0.0 1.8 0.728
C -2.1613 2.2922 -2.0489 -2.4 0.8 -3.8 0.560
O -3.2296 2.1479 -2.6649 4.4 0.3 2.8 -0.470
F -1.0989 2.9389 -2.7471 -2.3 -1.8 2.7 -0.205
C -2.8213 2.7364 0.1500 0.1 6.4 -0.1 0.629
O -2.7809 3.9856 -0.0234 -0.5 -5.8 0.8 -0.551
F -3.7169 2.2607 1.1363 2.5 -0.2 -2.6 -0.180
C -1.1591 -0.1919 0.8368 0.3 1.2 -0.5 -0.382
C -1.6172 0.1262 2.3245 -1.7 -2.9 1.7 -0.464
Br -1.3289 1.8685 3.2580 0.1 -1.4 -1.4 -0.108
C -2.2811 -0.8839 3.1078 1.4 1.7 -1.8 0.097
C -2.6013 -2.3647 2.5971 0.8 0.2 0.5 -0.743
Br -2.8285 -0.4661 4.9843 0.4 -0.7 -1.9 -0.186
H 3.2368 3.8930 -1.0251 -2.0 -0.3 0.9 0.261
H 1.8257 4.1996 0.3900 1.4 -1.2 -1.2 0.240
H 2.1337 1.5650 -1.4850 -0.1 0.7 1.6 0.059
H 0.1702 2.3443 0.8568 1.4 -1.2 -0.2 0.420
H 1.5990 1.4829 1.6436 -0.7 0.4 -1.8 0.375
H 1.8118 -0.1788 3.0874 -0.6 -0.7 -0.2 0.296
H 4.1940 -0.5036 0.7729 -1.0 -0.4 -1.2 0.367
H 3.2095 -0.2117 -0.8250 0.3 -1.0 1.3 0.213
H 4.2096 -1.7343 -0.5975 -1.1 1.3 0.9 0.320
H 3.8647 -3.2601 1.1311 -1.3 1.0 0.7 0.297
H 3.6999 -1.9029 2.3576 -1.2 -1.2 -0.8 0.229
H 2.3586 -3.2702 2.2054 1.0 1.2 -0.7 0.271
H -1.5750 -0.4017 -2.4654 0.3 0.2 1.2 0.373
H -4.1945 0.2890 -1.1975 1.5 -1.0 0.8 0.313
H -3.9099 -0.2782 0.5214 0.7 0.0 -1.7 0.242
H -3.3594 -1.3843 -0.8414 0.3 1.8 0.2 0.318
H -1.2361 -1.3149 0.5573 -0.3 1.8 1.1 0.406
H -2.8745 -3.0461 3.4905 0.2 1.3 -1.6 0.398
H -3.4147 -2.3206 1.7968 1.0 -0.2 1.3 0.188
H -1.6466 -2.8388 2.1463 -1.5 0.9 0.6 0.197
I 1.1756 2.3416 -4.7034 -1.5 3.7 -2.0 0.160
```
Positions in Å, forces in eV/Å.


5.
Here is 2 unconnected molecules or ions with the total composition C17H20BrF2N2O10PS2 from OMol25. Energies are from ωB97M-V/def2-TZVPD.

Values from the calculation:
Kohn-Sham gap (eV): 5.94
LUMO energy (eV): -2.992
Energy above the lowest of the compared OMol25 structures with the same formula, charge and spin (eV): 6.312
Energy (hartree): -5432.72788
Charge: 0
E_HOMO (eV): -8.934

The geometry in XYZ format:
```
55
Properties=species:S:1:pos:R:3:forces:R:3:mulliken_charge:R:1
O 3.8269 -4.3475 2.0432 -2.7 3.5 -1.9 -0.461
C 3.1229 -3.4601 1.5259 1.8 -2.4 1.9 0.280
O 3.1292 -2.1066 2.0503 0.5 -2.0 -2.0 -0.328
C 4.3402 -1.4865 1.5261 1.7 1.2 0.1 -0.588
C 4.1034 -0.4188 0.3518 -0.1 -0.2 -0.1 -0.430
C 2.8160 -0.6871 -0.5690 0.8 0.1 -0.9 -0.355
C 2.2056 0.7201 -1.0649 -0.6 -0.4 0.1 -0.790
C 1.2440 1.4445 -0.0315 -1.4 2.2 1.6 0.725
C 1.4535 2.9990 0.1825 -3.2 -1.7 2.1 -0.843
C 0.5357 3.8071 1.1341 0.2 -2.8 -0.9 -0.200
P 0.9293 5.6791 1.2908 1.6 0.2 0.0 0.371
O 1.8040 5.7687 2.7897 -1.5 -1.5 -1.5 -0.499
Br -0.9745 6.9025 1.3862 0.5 -0.9 0.6 -0.161
N -0.5512 3.1450 1.8384 2.8 -3.8 -2.8 0.425
O -1.3822 3.8560 2.6413 0.3 0.0 0.7 -0.313
C -0.7826 1.7125 1.7063 1.3 -0.7 -1.1 0.201
C -2.0061 1.0456 2.5334 1.0 1.4 -0.4 -0.737
O -3.2179 1.4896 1.8276 0.8 -3.2 -0.1 -0.352
C -3.7769 0.2569 1.3001 -2.5 -3.5 -1.4 0.298
C -3.6601 -0.1717 -0.1811 -1.2 -1.5 1.0 -0.250
C -4.2986 -1.4849 -0.7455 -0.7 0.6 4.8 -0.517
C -5.0502 -2.4117 0.2802 1.7 3.2 0.9 -0.356
C -5.1421 -1.9890 1.7765 1.4 1.7 -2.2 -0.382
C -4.5359 -0.6584 2.2920 0.5 -0.9 -3.4 -0.194
C 0.0862 0.7975 0.7679 0.9 3.2 0.1 0.475
O -0.1879 -0.5886 0.6497 1.0 2.4 1.5 -0.618
H 2.4607 -3.7052 0.6162 0.7 0.8 1.3 0.326
H 5.0987 -2.2799 1.1816 -1.3 1.1 0.6 0.308
H 4.8136 -0.9081 2.4090 -0.7 -1.1 -1.4 0.305
H 5.0188 -0.4265 -0.3568 -1.4 0.0 1.3 0.306
H 4.0643 0.6215 0.8227 -0.1 -1.3 -0.6 0.210
H 3.2056 -1.2182 -1.5210 -0.9 0.9 1.5 0.412
H 2.0357 -1.3885 -0.1256 1.1 1.2 -0.5 0.176
H 3.0725 1.4250 -1.3258 -1.3 -0.9 0.5 0.360
H 1.6055 0.5322 -2.0343 0.7 0.2 1.5 0.369
H 2.2980 3.5040 -0.3870 -1.4 -0.6 1.0 0.319
H 2.1502 4.8523 2.9338 -0.3 1.0 0.1 0.349
H -1.1385 3.6194 3.5675 -0.2 0.3 -0.7 0.361
H -1.8738 -0.0914 2.5066 -0.2 1.8 0.0 0.488
H -2.0406 1.4393 3.6200 0.2 -0.7 -1.7 0.332
H -3.0870 0.4670 -0.9522 -1.0 -1.0 1.6 0.326
H -4.2415 -1.7856 -1.8435 0.1 0.7 1.8 0.386
H -5.5155 -3.4095 -0.0583 0.9 1.9 0.6 0.314
H -5.6828 -2.7095 2.4926 1.0 1.4 -1.2 0.302
H -4.5889 -0.3318 3.3905 -0.1 -0.7 -1.9 0.312
H 0.3618 -1.0128 1.3634 -0.6 0.2 -0.9 0.327
N -0.3584 -2.8160 -5.1407 0.1 0.6 0.1 -0.452
S -0.3477 -1.9444 -3.8339 -0.5 0.7 3.0 1.216
O -1.3984 -0.9615 -3.6818 0.8 -0.5 -0.6 -0.616
O 0.9402 -1.5919 -3.2747 -0.4 0.0 -0.8 -0.522
F -0.8292 -3.0494 -2.7814 0.1 -0.4 -0.6 -0.297
S 0.0179 -1.9679 -6.4127 0.7 0.9 -3.7 1.141
O -0.2883 -2.6334 -7.6594 0.1 -0.3 1.7 -0.640
O 1.2730 -1.2518 -6.4014 -0.8 -0.7 0.9 -0.567
F -1.0565 -0.7904 -6.4154 0.0 -0.1 0.4 -0.254
```
Positions in Å, forces in eV/Å.


6.
Here is C17H20Cl6O4 in the gas phase from OMol25. Energies are from ωB97M-V/def2-TZVPD.

Values from the calculation:
Kohn-Sham gap (eV): 9.81
LUMO energy (eV): 0.150
Energy (hartree): -3721.90080
Charge: 0
Structure (SMILES): CCCCOC(=O)[C@@H]1[C@@H](C(=O)OCCCC)[C@@]2(Cl)C(Cl)=C(Cl)[C@]1(Cl)C2(Cl)Cl
E_HOMO (eV): -9.655

The geometry in XYZ format:
```
47
Properties=species:S:1:pos:R:3:forces:R:3:mulliken_charge:R:1
O 1.7343 0.2635 -1.3716 -2.1 -0.2 0.3 -0.636
O 3.0401 -2.5723 1.6419 -1.2 0.9 0.1 -0.592
Cl -1.2791 -2.1669 -3.4523 0.4 -0.1 1.6 -0.140
Cl 0.8123 -4.6789 -2.6293 -0.2 0.9 1.2 -0.168
Cl -1.0528 -2.5347 2.1897 0.0 -0.1 -0.9 -0.101
Cl -2.0813 -4.3444 0.1664 0.0 0.4 0.1 -0.117
Cl -2.6393 -1.0415 -0.6050 -0.1 0.1 0.3 -0.116
Cl 1.1871 -4.8442 0.7587 -0.7 1.1 -0.5 -0.114
O -0.4539 0.7109 -1.8008 0.2 -0.9 0.7 -0.044
O 1.6929 -0.8727 2.2956 -0.5 -0.7 -0.8 -0.092
C 0.5377 0.0619 -1.1508 2.6 0.5 -0.9 -0.255
C 2.0546 -1.8743 1.4667 1.8 -0.7 0.7 -0.671
C -0.6942 -2.4918 -1.8227 1.7 -2.9 -1.0 -0.015
C 0.1959 -3.5060 -1.4919 -1.6 1.7 -1.9 -0.303
C -3.4720 2.7637 -4.1559 -0.2 -1.6 -0.5 -1.418
C 0.5571 2.6019 4.4213 0.4 0.1 -0.7 -1.349
C -0.0493 1.5180 -2.9141 0.8 1.2 -0.2 -0.598
C 2.4466 -0.6990 3.4952 0.7 0.2 1.4 -0.605
C -2.4040 1.7869 -3.6612 -0.3 0.0 -1.1 0.258
C 1.4004 1.6309 3.5504 -1.1 0.5 0.1 0.172
C -1.1228 2.5119 -3.3165 -0.3 -1.4 0.6 -0.785
C 1.7267 0.3620 4.3540 -0.5 -0.5 -1.7 -0.721
C -0.9513 -2.9971 0.4441 -0.7 -0.7 1.1 1.072
C 0.1502 -0.9760 -0.1112 -0.5 0.6 0.1 0.139
C 1.2758 -2.0619 0.1770 -1.1 1.5 0.2 0.012
C -1.0804 -1.8235 -0.5372 0.0 0.6 -0.2 0.060
C 0.4542 -3.3592 0.0045 1.4 -1.9 0.1 0.301
H -3.7643 3.3913 -3.3544 -0.5 0.8 0.7 0.371
H -4.3565 2.1946 -4.5155 0.4 0.5 0.2 0.355
H -3.0843 3.3665 -4.9650 0.0 0.2 -0.3 0.359
H 0.1722 3.4570 3.8237 0.2 -0.6 0.4 0.352
H 1.1253 2.9926 5.2653 0.1 0.1 0.0 0.350
H -0.2646 2.0393 4.8445 -0.4 0.0 0.0 0.352
H 0.2198 0.8950 -3.7688 -0.1 -0.3 0.2 0.334
H 0.8321 2.0886 -2.6344 0.3 -0.2 0.1 0.348
H 3.4542 -0.3332 3.2547 -0.2 -0.4 -0.2 0.315
H 2.5268 -1.6569 4.0750 0.0 0.7 -0.8 0.329
H -2.2129 1.0430 -4.4759 0.0 0.4 0.7 0.195
H -2.7597 1.2370 -2.7968 -0.1 -0.2 0.1 0.033
H 0.7997 1.4103 2.6456 0.4 -0.1 0.4 -0.056
H 2.2965 2.1595 3.1947 0.0 -0.4 0.2 0.262
H -0.7607 3.0418 -4.1770 0.3 0.4 -0.5 0.388
H -1.2913 3.2288 -2.5206 0.0 0.2 0.2 0.323
H 2.3119 0.7056 5.1802 0.7 -0.3 0.7 0.437
H 0.8356 -0.1607 4.7420 0.0 0.7 -0.1 0.319
H -0.1210 -0.4297 0.8073 0.3 -0.2 -0.2 0.661
H 2.0555 -2.0377 -0.5697 0.0 0.1 -0.3 0.797
```
Positions in Å, forces in eV/Å.